Formula: C15H9AuCl3N7O4
Source: OMol25
Level of theory: ωB97M-V/def2-TZVPD

For the HOMO energy (spin up / spin down), the calculation gives -15.196 / -15.197 eV. The calculation puts the LUMO energy (spin up / spin down) at -10.91 / -10.91 eV. For the total energy, the calculation gives -2776.711741 Ha. Its total charge is +2. The energy relative to the best compared isomer or geometry (same formula, charge and spin) comes out at 175.1 kJ/mol.

Geometry (Å):
Au (-1.515, -1.405, -0.115)
N (-3.536, 2.054, -1.039)
C (-2.882, 0.990, -1.464)
N (-2.637, 0.232, -0.398)
C (-3.182, 0.911, 0.669)
N (-3.735, 2.023, 0.298)
C (-3.102, 0.346, 2.010)
C (-3.711, 0.899, 3.129)
N (-3.559, 0.334, 4.318)
C (-2.832, -0.767, 4.429)
C (-2.236, -1.346, 3.306)
N (-2.384, -0.775, 2.120)
H (-3.885, 2.832, -1.585)
H (-2.609, 0.775, -2.485)
H (-4.321, 1.790, 3.046)
H (-2.716, -1.206, 5.411)
H (-1.658, -2.259, 3.366)
Cl (1.270, -5.954, 1.104)
C (0.643, -5.402, -0.444)
Cl (-0.610, -6.482, -1.054)
Cl (1.917, -5.159, -1.618)
C (-0.016, -4.107, -0.198)
N (-0.558, -3.131, 0.035)
O (1.567, -1.853, -0.967)
C (1.226, -0.707, -0.997)
O (0.093, -0.113, -0.806)
C (2.230, 0.447, -1.271)
C (3.120, 0.777, -0.260)
C (3.928, 1.886, -0.445)
C (3.820, 2.602, -1.627)
C (2.980, 2.232, -2.658)
C (2.153, 1.134, -2.477)
N (4.630, 3.834, -1.782)
O (4.807, 4.227, -2.911)
O (5.026, 4.344, -0.759)
H (3.210, 0.186, 0.641)
H (4.627, 2.188, 0.322)
H (2.962, 2.798, -3.579)
H (1.477, 0.827, -3.264)

natural (NBO) analysis output, partial charges in e: Au 1.32; N -0.29; C 0.26; N -0.54; C 0.32; N -0.17; C 0.08; C 0.07; N -0.30; C 0.05; C 0.03; N -0.45; H 0.47; H 0.27; H 0.25; H 0.25; H 0.23; Cl 0.15; C -0.28; Cl 0.14; Cl 0.16; C 0.55; N -0.49; O -0.53; C 0.77; O -0.52; C -0.07; C -0.18; C -0.19; C 0.16; C -0.21; C -0.18; N 0.51; O -0.33; O -0.34; H 0.24; H 0.27; H 0.27; H 0.24